No. 1
{
  "formula": "C22H36BO26",
  "method": "wB97M-V/def2-TZVPD",
  "total_energy_ev": -77285.3465,
  "homo_energy_ha": -0.135,
  "gap_ev": 5.4,
  "spin_multiplicity": 1,
  "lumo_energy_ev": 1.7640,
  "charge": -1,
  "mol_weight_g_mol": 727.32,
  "max_force_ev_per_a": 17.3,
  "symbols": ["O", "C", "O", "B", "O", "C", "O", "O", "C", "O", "C", "O", "O", "C", "O", "C", "O", "O", "C", "H", "H", "H", "H", "H", "H", "C", "O", "C", "O", "O", "C", "H", "H", "H", "H", "H", "H", "C", "O", "C", "O", "O", "C", "H", "H", "H", "H", "H", "H", "C", "O", "C", "O", "O", "C", "H", "H", "H", "H", "H", "H", "C", "O", "C", "O", "O", "C", "H", "H", "H", "H", "H", "H", "C", "O", "C", "O", "O", "C", "H", "H", "H", "H", "H", "H"],
  "coordinates": [[-2.033, -2.071, 0.750], [-1.227, -1.192, 0.475], [-0.834, -0.750, -0.773], [0.170, 0.259, -0.657], [0.413, 0.292, 0.790], [-0.421, -0.414, 1.509], [-0.505, -0.515, 2.728], [-0.316, 1.535, -1.231], [0.592, 1.997, -1.889], [0.558, 3.011, -2.591], [1.709, 1.015, -2.053], [1.377, -0.077, -1.458], [2.732, 1.184, -2.624], [5.808, -2.678, -5.935], [4.651, -2.202, -5.279], [4.740, -1.410, -4.211], [5.749, -1.025, -3.543], [3.481, -1.084, -3.863], [3.445, -0.170, -2.751], [5.962, -3.757, -5.959], [6.775, -2.239, -5.694], [5.732, -2.545, -7.014], [3.627, -0.859, -1.927], [2.426, 0.168, -2.562], [4.115, 0.690, -2.766], [1.977, -5.774, -0.699], [0.673, -5.370, -0.262], [0.557, -4.417, 0.738], [1.500, -3.859, 1.288], [-0.757, -4.205, 0.972], [-1.091, -3.151, 1.918], [2.575, -4.897, -0.948], [2.105, -6.487, -1.513], [2.511, -6.265, 0.114], [-0.551, -2.271, 1.569], [-0.640, -3.274, 2.902], [-2.153, -3.031, 2.134], [-4.485, 3.415, 4.459], [-3.566, 3.579, 3.451], [-3.073, 2.494, 2.793], [-3.250, 1.322, 3.126], [-2.188, 2.955, 1.923], [-1.424, 1.966, 1.100], [-5.453, 3.769, 4.105], [-4.126, 4.018, 5.293], [-4.660, 2.459, 4.952], [-0.978, 1.193, 1.726], [-0.604, 2.566, 0.706], [-2.048, 1.500, 0.337], [0.536, -3.150, -1.776], [-0.894, -3.036, -1.552], [-1.753, -2.978, -2.512], [-1.526, -2.684, -3.673], [-3.119, -3.000, -2.036], [-3.397, -3.645, -0.796], [1.153, -3.090, -0.880], [0.842, -2.382, -2.486], [0.837, -4.078, -2.262], [-2.802, -4.551, -0.679], [-4.470, -3.823, -0.863], [-3.376, -3.031, 0.105], [-1.211, 4.222, -3.156], [-0.545, 5.502, -3.018], [0.147, 5.829, -1.884], [0.313, 5.120, -0.923], [0.715, 7.039, -2.114], [1.751, 7.499, -1.319], [-1.999, 4.201, -2.403], [-0.523, 3.382, -3.060], [-1.673, 4.086, -4.134], [2.783, 7.301, -1.610], [1.647, 7.121, -0.302], [1.686, 8.584, -1.227], [-3.002, 1.244, 5.766], [-1.701, 1.787, 5.873], [-0.604, 1.143, 5.426], [0.563, 1.572, 5.553], [-0.909, -0.025, 4.691], [0.120, -0.936, 4.239], [-3.333, 1.134, 4.733], [-3.838, 1.738, 6.262], [-2.983, 0.268, 6.251], [0.204, -1.802, 4.897], [1.071, -0.557, 3.866], [-0.289, -1.404, 3.343]],
  "atomic_forces_ev_per_a": [[-1.9, 8.0, -6.7], [-2.2, 0.4, -1.9], [-1.5, -1.0, 1.9], [-0.9, -1.1, 0.5], [2.9, 1.0, 0.2], [0.1, -1.9, -2.7], [-6.0, 8.7, -12.7], [-3.7, -2.5, 4.1], [5.4, 1.6, -7.4], [5.6, -2.5, 2.7], [-12.2, 10.0, 7.1], [-0.1, -2.1, 2.4], [-1.5, 17.2, 1.1], [1.3, -0.3, -1.5], [0.7, -0.3, -0.3], [1.6, 1.3, 2.8], [-2.8, -1.8, -3.0], [2.1, -1.1, -1.7], [7.4, -9.2, -2.3], [-0.6, -0.2, 1.2], [-0.4, 0.4, 0.7], [-0.6, 0.8, -0.1], [0.0, 0.7, 1.1], [1.8, -11.1, -3.8], [3.6, -3.2, -1.5], [1.4, 0.7, 1.4], [-0.7, -0.2, 0.6], [0.6, -0.1, 0.4], [-1.5, -0.9, -0.9], [0.8, -0.6, 0.3], [4.1, -2.6, 4.5], [0.0, 0.1, -0.1], [-1.5, 0.2, -0.3], [-0.1, 0.1, 0.3], [0.8, -2.5, 2.0], [0.6, -1.7, 0.5], [0.8, -1.3, 0.3], [-1.8, 0.5, 1.7], [1.1, -1.2, -1.7], [1.3, -0.6, 1.1], [-0.4, 1.8, -2.4], [-0.4, -1.0, -0.6], [-0.4, 1.5, 1.7], [-0.1, 0.2, 0.1], [-0.2, 0.4, 0.0], [0.2, 0.0, -1.3], [-1.3, 1.9, 0.4], [-0.6, 0.0, -0.1], [-0.1, 0.4, 0.1], [0.1, 0.5, -2.1], [1.4, -2.1, 1.6], [-2.4, 2.1, -1.6], [-0.4, -1.1, 1.5], [3.2, 0.1, -1.0], [-1.6, -0.4, 0.2], [-0.8, 0.6, 0.1], [-0.1, 0.3, 0.2], [-0.7, -0.1, 0.0], [-0.2, 0.0, 0.1], [-0.1, -0.8, -0.4], [0.5, -0.2, -0.9], [-3.4, 1.3, -0.4], [0.9, 0.9, 0.6], [0.0, -1.9, -1.5], [-0.3, 1.0, 0.0], [-0.7, -0.3, -1.2], [0.4, 0.6, 2.1], [-0.1, -0.2, 0.1], [-2.2, 1.3, -0.4], [-0.2, 1.3, -0.3], [-0.2, -0.6, -0.7], [0.0, -0.2, 0.1], [-0.3, 0.1, -0.3], [-0.7, -2.7, 0.4], [1.3, 0.7, 0.0], [2.9, -0.6, -1.4], [-4.0, -1.2, 0.0], [0.5, 1.1, 2.5], [3.8, -1.9, 7.6], [0.6, -0.3, 0.8], [1.2, 0.9, 0.7], [0.0, -0.3, -0.1], [0.3, 0.4, 1.3], [0.1, 0.2, 1.3], [0.7, -5.3, 2.8]],
  "lowdin_charge": [-0.017, -0.238, 0.258, -0.846, 0.221, -0.350, 0.038, 0.280, -0.382, 0.083, -0.404, 0.261, 0.235, -0.070, 0.018, -0.528, 0.051, 0.063, -0.140, 0.085, 0.093, 0.083, 0.161, -0.051, 0.152, -0.060, -0.054, -0.547, 0.116, 0.048, -0.107, 0.089, 0.096, 0.092, 0.066, 0.098, 0.139, -0.102, 0.021, -0.516, 0.083, 0.051, 0.066, 0.100, 0.108, 0.060, 0.076, 0.122, 0.130, 0.017, -0.016, -0.525, 0.119, -0.025, -0.081, 0.094, 0.105, 0.100, 0.099, 0.087, 0.069, -0.056, -0.006, -0.539, 0.125, -0.010, -0.093, 0.092, -0.064, 0.082, 0.091, 0.089, 0.086, -0.089, 0.024, -0.446, 0.083, 0.009, -0.108, 0.036, 0.083, 0.102, 0.110, 0.142, -0.016]
}

=====

No. 2
{
  "formula": "C34H39N5O3P2SZn",
  "method": "wB97M-V/def2-TZVPD",
  "total_energy_ev": -127305.4152,
  "relative_energy_kj_mol": 290.6,
  "homo_energy_ha": [-0.268, -0.265],
  "gap_ev": [5.4, 5.4],
  "spin_multiplicity": 1,
  "lumo_energy_ev": [-1.8946, -1.8329],
  "mol_weight_g_mol": 725.12,
  "max_force_ev_per_a": 3.3,
  "symbols": ["Zn", "C", "C", "C", "C", "C", "C", "C", "C", "C", "H", "H", "H", "H", "H", "H", "H", "H", "H", "H", "H", "H", "H", "H", "H", "P", "P", "N", "N", "N", "N", "C", "C", "C", "C", "C", "C", "C", "C", "C", "C", "C", "C", "C", "C", "C", "C", "C", "C", "H", "H", "H", "H", "H", "H", "H", "H", "H", "H", "H", "H", "H", "H", "H", "H", "H", "H", "H", "H", "O", "C", "N", "S", "O", "O", "C", "C", "C", "C", "C", "C", "H", "H", "H", "H"],
  "coordinates": [[2.226, -0.028, 0.558], [2.848, -1.727, -3.442], [1.506, -1.743, -3.604], [0.750, -3.040, -3.684], [1.111, -4.116, -2.605], [1.537, -3.616, -1.266], [2.682, -2.994, -0.973], [3.877, -3.252, -1.842], [3.730, -2.924, -3.316], [1.342, 0.820, 2.783], [3.409, -0.805, -3.479], [0.986, -0.885, -4.044], [0.908, -3.439, -4.717], [-0.329, -2.805, -3.629], [0.209, -4.747, -2.508], [1.899, -4.746, -3.036], [0.900, -3.972, -0.468], [2.836, -2.432, -0.045], [4.152, -4.302, -1.693], [4.711, -2.680, -1.437], [4.727, -2.660, -3.713], [3.306, -3.759, -3.879], [1.493, 1.917, 2.736], [2.026, 0.287, 3.490], [0.270, 0.648, 3.047], [-0.341, -1.315, 1.184], [-1.012, 1.110, -0.821], [0.874, -2.498, 1.949], [-1.652, -1.777, 2.262], [0.578, 1.427, -1.601], [-1.926, 2.084, -1.918], [-0.792, -1.884, -0.519], [-1.359, -0.704, -1.353], [2.196, -2.067, 2.169], [2.935, -3.087, 2.720], [2.084, -4.220, 2.828], [0.835, -3.838, 2.336], [-1.675, -1.538, 3.654], [-2.894, -1.984, 4.157], [-3.633, -2.553, 3.063], [-2.842, -2.434, 1.922], [1.817, 1.706, -0.875], [2.838, 1.774, -1.887], [2.305, 1.313, -3.087], [0.935, 1.075, -2.880], [-1.842, 2.352, -3.292], [-2.751, 3.350, -3.611], [-3.456, 3.688, -2.415], [-2.958, 2.901, -1.399], [-1.507, -2.730, -0.495], [0.090, -2.281, -1.060], [-1.074, -0.834, -2.411], [-2.455, -0.759, -1.254], [2.632, -1.039, 2.063], [3.995, -2.982, 2.940], [2.411, -5.190, 3.185], [-0.080, -4.400, 2.226], [-0.862, -1.028, 4.146], [-3.252, -1.865, 5.166], [-4.640, -2.944, 3.102], [-3.022, -2.702, 0.888], [1.737, 2.432, -0.068], [3.869, 2.039, -1.723], [2.869, 1.084, -3.993], [0.229, 0.603, -3.547], [-1.146, 1.844, -3.934], [-2.929, 3.805, -4.576], [-4.242, 4.425, -2.300], [-3.205, 2.864, -0.347], [-2.436, 1.353, 2.373], [-1.894, 2.446, 2.145], [-0.839, 2.615, 1.270], [-0.164, 4.070, 1.124], [1.122, 4.199, 1.787], [-0.299, 4.513, -0.229], [-1.368, 4.781, 2.199], [-1.496, 6.127, 2.505], [-2.564, 6.497, 3.321], [-3.492, 5.547, 3.751], [-3.324, 4.199, 3.434], [-2.228, 3.808, 2.666], [-0.772, 6.830, 2.121], [-2.692, 7.526, 3.597], [-4.341, 5.844, 4.364], [-4.007, 3.419, 3.744]],
  "atomic_forces_ev_per_a": [[-1.9, 2.4, 1.1], [-0.9, 0.5, -0.8], [1.5, -0.5, -1.1], [-0.4, 0.2, -0.1], [-0.1, -0.8, -1.1], [-0.1, -0.6, 0.8], [0.0, -0.6, -0.4], [0.7, 0.4, 0.6], [0.0, 0.2, -0.1], [1.1, 0.4, -0.2], [-0.2, 0.2, 0.0], [0.4, -0.5, 0.7], [-0.1, 0.0, 0.8], [0.3, -0.2, 0.1], [0.5, 0.1, 0.1], [-0.3, -0.1, 0.2], [-0.4, 0.9, 0.3], [0.0, -1.0, 0.0], [0.0, 0.1, -0.1], [0.2, 0.1, 0.0], [-0.5, -0.3, -0.1], [0.3, 0.1, 0.0], [0.2, -0.7, 0.1], [-0.5, 0.7, -0.5], [0.8, -0.2, -0.9], [0.5, -1.1, 1.4], [-0.3, -1.0, 0.0], [0.5, 0.5, -0.8], [-0.2, -0.4, 0.1], [1.6, -1.5, -0.5], [-1.0, 0.2, -0.4], [-0.4, -0.4, 0.0], [-0.2, 0.5, -0.9], [0.7, -0.3, 0.5], [-0.3, 0.1, -0.6], [-0.4, 0.5, -0.4], [0.6, 0.5, 0.1], [-1.2, -0.2, -0.6], [0.9, 0.2, -1.2], [1.1, 0.4, -0.8], [-0.2, 0.4, 0.9], [-0.7, 0.6, -1.5], [-0.9, -0.9, 0.5], [-0.4, 0.0, 0.0], [0.6, 0.9, 1.4], [-0.8, 0.9, 0.2], [0.4, -0.8, 0.6], [0.3, -0.6, 0.6], [0.5, 0.1, -0.8], [0.3, 0.4, -0.2], [-0.4, 0.6, 0.9], [-0.4, -0.3, 0.2], [0.2, 0.3, -0.3], [-1.0, -1.5, 0.8], [-0.3, -0.2, 0.2], [-0.4, 0.1, 0.0], [0.0, 0.0, 0.1], [0.0, 0.0, -0.1], [0.2, -0.1, 0.0], [0.2, -0.1, 0.0], [-0.1, 0.0, 0.3], [0.0, -0.2, 0.1], [0.0, 0.1, 0.1], [-0.4, 0.3, 0.3], [0.1, 0.5, 0.2], [-0.1, 0.1, 0.0], [0.2, -0.2, 0.0], [0.2, -0.1, 0.0], [0.1, 0.0, -0.1], [0.3, 1.4, 0.0], [1.6, -0.3, -1.4], [0.9, -0.4, 0.6], [-1.9, -1.3, 2.3], [0.1, -0.2, -0.7], [0.5, 0.4, -0.8], [0.1, 1.4, -0.1], [-0.3, -0.6, 0.3], [0.0, -0.3, -0.2], [0.1, -0.3, 0.1], [0.4, -0.2, -0.2], [-1.1, 0.6, 0.5], [0.0, 0.2, 0.0], [-0.1, 0.3, 0.1], [0.2, 0.0, -0.1], [-0.2, 0.1, 0.2]],
  "lowdin_charge": [0.855, -0.102, -0.111, -0.170, -0.168, -0.155, -0.110, -0.184, -0.180, -0.106, 0.079, 0.081, 0.131, 0.101, 0.118, 0.103, 0.093, 0.053, 0.125, 0.108, 0.123, 0.103, -0.037, -0.017, -0.033, 1.078, 1.096, -0.191, -0.248, -0.173, -0.243, -0.385, -0.354, -0.311, -0.095, -0.073, -0.117, -0.128, -0.082, -0.087, -0.136, -0.240, -0.061, -0.092, -0.138, -0.130, -0.085, -0.092, -0.125, 0.078, 0.027, 0.048, 0.079, -0.021, 0.105, 0.096, 0.112, 0.101, 0.091, 0.089, 0.087, 0.074, 0.108, 0.112, 0.079, 0.075, 0.091, 0.096, 0.104, -0.003, -0.520, -0.204, 0.564, -0.328, -0.304, -0.227, -0.035, -0.076, -0.074, -0.007, -0.136, 0.117, 0.096, 0.102, 0.116]
}